{"formula": "C31H83N7O13", "method": "ωB97M-V/def2-TZVPD", "species": ["C", "O", "N", "N", "H", "H", "H", "H", "C", "O", "C", "C", "N", "C", "C", "O", "C", "H", "H", "H", "H", "H", "H", "H", "H", "H", "H", "H", "H", "H", "H", "H", "C", "O", "C", "C", "N", "C", "C", "O", "C", "H", "H", "H", "H", "H", "H", "H", "H", "H", "H", "H", "H", "H", "H", "H", "C", "O", "C", "C", "N", "C", "C", "O", "C", "H", "H", "H", "H", "H", "H", "H", "H", "H", "H", "H", "H", "H", "H", "H", "C", "O", "C", "C", "N", "C", "C", "O", "C", "H", "H", "H", "H", "H", "H", "H", "H", "H", "H", "H", "H", "H", "H", "H", "C", "O", "C", "C", "N", "C", "C", "O", "C", "H", "H", "H", "H", "H", "H", "H", "H", "H", "H", "H", "H", "H", "H", "H", "O", "H", "H", "O", "H", "H"], "positions_angstrom": [[4.70123, -4.96759, 2.12732], [4.68492, -4.16048, 1.23321], [5.65882, -5.95533, 2.26920], [3.67800, -5.04752, 3.05060], [6.59314, -5.76641, 1.96114], [5.52651, -6.65451, 2.97877], [2.96300, -4.35869, 2.91554], [3.65193, -5.70294, 3.80833], [-4.04237, 2.05833, 3.67276], [-3.79476, 1.19976, 2.60543], [-2.94256, 0.09867, 2.93593], [-3.53603, -1.14825, 2.33047], [-3.45721, -1.11355, 0.88435], [-4.21721, -2.07908, 0.14260], [-5.70468, -1.79963, -0.01308], [-6.51794, -1.93416, 1.12825], [-6.43026, -3.18613, 1.74765], [-3.15629, 2.58484, 4.05327], [-4.45665, 1.48116, 4.51382], [-4.79549, 2.81085, 3.43981], [-2.69156, -0.03095, 3.99240], [-2.00724, 0.40624, 2.45938], [-4.57035, -1.23879, 2.69038], [-2.93825, -1.96788, 2.75133], [-3.56194, -0.15855, 0.56794], [-4.07187, -3.07617, 0.58016], [-3.72938, -2.22238, -0.82880], [-6.13419, -2.35212, -0.86772], [-5.78290, -0.76043, -0.35725], [-5.44251, -3.42492, 2.15063], [-6.74346, -3.98948, 1.06600], [-7.12766, -3.19613, 2.58559], [-1.59087, -6.87111, -1.91821], [-1.46999, -5.68650, -2.67353], [-2.08411, -4.60523, -2.04302], [-1.76127, -3.33437, -2.83552], [-0.34739, -3.03747, -2.95807], [0.15411, -2.29189, -1.81224], [1.60905, -1.85297, -1.98818], [1.73306, -0.46015, -1.83218], [1.21983, 0.26704, -2.91887], [-0.96402, -7.61862, -2.40469], [-2.62260, -7.24225, -1.95279], [-1.23505, -6.72697, -0.89426], [-1.80393, -4.47610, -0.99099], [-3.17935, -4.68391, -2.15430], [-2.33406, -2.49285, -2.40725], [-2.21677, -3.47126, -3.82129], [-0.12233, -2.63646, -3.85650], [0.06345, -3.01014, -0.99054], [-0.43925, -1.40852, -1.53132], [2.00576, -2.12857, -2.97857], [2.27691, -2.39558, -1.31760], [1.52080, 1.30817, -2.78303], [0.12643, 0.24620, -2.97191], [1.70194, -0.06069, -3.84865], [-2.09674, -4.25259, 3.57621], [-1.18154, -3.70032, 2.63795], [-0.09448, -3.14443, 3.31075], [0.82609, -2.37639, 2.39155], [0.49294, -0.93164, 2.35252], [1.41526, -0.17574, 1.49740], [1.22071, 1.30582, 1.68913], [-0.11463, 1.71225, 1.59336], [-0.48121, 2.18502, 0.32040], [-2.57521, -3.39806, 4.08346], [-1.59614, -4.90533, 4.28908], [-2.95145, -4.67265, 3.04766], [0.55736, -3.91245, 3.78163], [-0.37302, -2.54531, 4.18924], [0.71849, -2.70607, 1.34701], [1.87899, -2.37497, 2.67140], [-0.46672, -0.75167, 2.08547], [1.25747, -0.44717, 0.44418], [2.42774, -0.52460, 1.71698], [1.86751, 1.84774, 0.98211], [1.66584, 1.62063, 2.63958], [-0.32656, 1.47303, -0.49434], [-0.10250, 3.19023, 0.08974], [-1.55641, 2.40863, 0.31736], [-1.53552, 2.77630, -3.59292], [-1.85202, 3.64146, -2.50730], [-3.23278, 3.81027, -2.39882], [-3.56980, 4.90007, -1.42409], [-3.27103, 4.59302, -0.03716], [-3.90568, 5.56279, 0.87833], [-3.18221, 5.44628, 2.20967], [-1.79543, 5.67332, 1.92545], [-0.98927, 5.28947, 3.01347], [-1.74137, 3.30734, -4.52777], [-2.10568, 1.84940, -3.49290], [-0.46733, 2.57456, -3.56504], [-3.77451, 2.86335, -2.18376], [-3.72544, 3.97836, -3.37739], [-4.61197, 5.20485, -1.52334], [-2.94710, 5.75903, -1.73826], [-2.27739, 4.69418, 0.13615], [-4.96118, 5.30530, 0.94743], [-3.73679, 6.58676, 0.51526], [-3.31765, 4.48777, 2.71333], [-3.45959, 6.24060, 2.91517], [0.05456, 5.44835, 2.73829], [-1.11122, 4.22514, 3.23530], [-1.17734, 5.91642, 3.89229], [4.73593, 2.01382, 0.02827], [4.29344, 3.28855, -0.39625], [4.30823, 3.46004, -1.79673], [5.69488, 3.85477, -2.31082], [5.64643, 4.03704, -3.74700], [6.92892, 4.28353, -4.42570], [7.93777, 3.20926, -4.13609], [7.54959, 1.98545, -4.69284], [8.58584, 1.05130, -4.68712], [3.93527, 1.27240, 0.06616], [5.14436, 2.15420, 1.03035], [5.56546, 1.69107, -0.60598], [3.63232, 4.29972, -2.00275], [3.88529, 2.58749, -2.30570], [6.35843, 3.05391, -1.97529], [5.99580, 4.72690, -1.70730], [5.00566, 4.81154, -3.88141], [7.38655, 5.26174, -4.21339], [6.65125, 4.29290, -5.48147], [8.19007, 3.12302, -3.06948], [8.89500, 3.56850, -4.55954], [9.53333, 1.43764, -5.07331], [8.25683, 0.15745, -5.21288], [8.78376, 0.69933, -3.65807], [-0.00818, 1.15100, 4.70696], [0.43360, 0.36173, 4.36585], [-0.29313, 1.60652, 3.90659], [-3.80066, -5.97979, 0.88601], [-3.04512, -6.57066, 0.95347], [-3.75004, -5.62630, -0.00765]], "atomic_forces_ev_per_a": [[-0.41, -1.08, 0.54], [0.35, 0.68, -0.30], [-0.29, 0.09, 0.14], [0.37, 0.19, -0.48], [0.00, 0.00, -0.20], [0.25, 0.12, 0.05], [-0.27, -0.12, 0.21], [-0.05, 0.14, 0.02], [-0.34, -0.08, 1.14], [-0.33, 0.13, 0.16], [0.34, 0.75, -0.96], [0.21, -0.09, 0.53], [0.74, 0.21, 0.36], [0.18, -0.83, 0.06], [-0.06, 0.60, -1.15], [0.36, 0.36, 0.18], [-0.45, -0.58, 0.16], [0.14, -0.12, -0.19], [0.09, 0.11, 0.07], [0.04, -0.10, -0.49], [-0.58, 0.23, 0.15], [0.27, -0.60, -0.03], [0.06, -0.02, 0.10], [-0.23, -0.13, -0.45], [-0.28, -0.08, -0.19], [0.05, 0.19, 0.30], [-0.45, 0.36, -0.22], [0.15, -0.45, 0.28], [-0.18, 0.05, 0.40], [0.07, 0.08, -0.12], [0.18, -0.01, -0.03], [-0.02, 0.16, -0.04], [0.11, -0.15, -0.65], [0.28, -0.28, 0.41], [-0.31, 1.12, -0.79], [-0.29, -0.02, -0.41], [-0.38, 0.10, 0.11], [0.22, -0.86, -0.12], [-0.04, -0.43, -0.61], [0.45, 0.22, 0.44], [0.51, 0.40, -0.01], [0.02, 0.01, 0.08], [-0.04, 0.03, 0.31], [-0.11, -0.02, 0.10], [0.06, -0.30, 0.07], [-0.07, -0.21, 0.51], [0.16, -0.10, 0.20], [0.34, -0.09, -0.10], [0.00, 0.25, 0.10], [0.12, 0.33, 0.28], [-0.12, -0.01, -0.15], [-0.38, -0.03, -0.10], [-0.05, 0.52, 0.43], [-0.07, -0.03, 0.16], [0.01, -0.25, -0.17], [-0.35, -0.14, -0.10], [-0.68, 1.39, -0.32], [-0.18, -0.37, 0.04], [1.71, -0.38, 0.76], [-1.03, 1.99, -1.16], [0.60, 0.09, 0.99], [-0.94, -0.96, -0.43], [1.88, 0.44, -0.07], [-0.23, 0.05, 0.17], [-1.42, 0.84, -0.41], [0.34, -0.28, 0.58], [-0.15, -0.26, -0.03], [0.46, -0.64, -0.21], [-0.48, -0.38, -0.23], [-0.36, 0.35, -0.35], [0.27, -0.79, 0.24], [-0.02, -0.53, 0.20], [0.01, -0.24, -0.19], [0.01, 0.17, -0.04], [0.12, 0.43, 0.19], [-0.34, -0.06, -0.30], [-0.61, -0.13, 0.30], [0.44, -0.02, 0.09], [0.79, -0.36, 0.00], [-0.01, -0.50, 0.34], [0.12, 0.66, 0.44], [0.31, -0.32, -0.17], [-1.65, -0.97, -0.57], [0.83, 0.69, -0.12], [-0.48, 0.01, 0.38], [0.96, -0.72, -0.19], [0.41, 0.82, 0.11], [-0.22, -0.38, 0.09], [0.52, 0.16, -0.12], [-0.23, -0.31, -0.13], [0.03, -0.09, -0.27], [-0.01, -0.07, 0.14], [0.61, 0.01, 0.77], [0.58, 0.81, -0.07], [-0.08, -0.21, -0.01], [-0.34, 0.12, -0.09], [0.04, -0.17, -0.25], [-0.11, 0.32, 0.16], [-0.39, 0.07, 0.02], [-0.01, -0.16, -0.27], [-0.46, -0.11, -0.07], [-0.07, 0.00, -0.13], [-0.11, 0.03, 0.19], [-0.19, -0.19, 0.10], [0.56, 0.48, 0.18], [-0.18, 0.03, 0.09], [-0.42, 0.60, -0.13], [-0.30, -0.59, 0.96], [0.24, 0.16, 0.63], [-1.12, 0.06, 0.14], [0.97, 0.51, -0.24], [-0.12, 0.25, -0.27], [0.11, -0.81, 1.01], [-0.03, -0.04, -0.25], [-0.11, -0.13, 0.05], [-0.14, -0.39, 0.01], [-0.08, -0.12, 0.06], [0.29, -0.10, -0.10], [0.21, -0.01, -0.57], [0.08, 0.17, -0.29], [0.12, -0.02, -0.48], [-0.05, -0.06, 0.29], [0.47, -0.12, -0.13], [-0.41, -0.11, 0.08], [-0.14, -0.27, -0.29], [-0.10, 0.07, -0.30], [0.04, 0.19, -0.36], [0.07, 0.21, -0.06], [0.00, 0.08, 0.20], [-0.13, -0.07, -0.22], [-0.02, -0.04, -0.09], [-0.08, 0.03, 0.04], [0.04, -0.01, 0.01], [0.02, 0.03, -0.04]], "mulliken_charge": [0.54, -0.58, -0.41, -0.34, 0.24, 0.17, 0.22, 0.16, -0.96, -0.22, -0.64, 0.72, 0.18, 0.64, -0.78, -0.32, -0.39, 0.31, 0.38, 0.28, 0.65, -0.33, 0.51, -0.67, 0.25, -0.17, -0.51, 0.43, 0.28, 0.05, 0.28, 0.25, -0.68, -0.41, -0.08, -1.10, -0.39, 0.45, -1.21, -0.13, -0.71, 0.28, 0.28, 0.20, 0.12, 0.44, 0.42, 0.49, 0.31, -0.13, 0.10, 0.64, 0.23, 0.05, 0.29, 0.44, -1.05, -0.06, -0.67, -0.44, 0.62, -0.10, -1.16, 0.09, -0.67, 0.41, 0.34, 0.16, 0.26, 0.31, 0.03, 0.82, -0.61, -0.54, 0.91, 0.28, 0.47, -0.06, 0.44, 0.13, -0.68, -0.27, -0.56, -0.86, -0.07, -0.86, 0.00, -0.38, -0.58, 0.40, 0.33, 0.05, 0.28, 0.51, 0.49, 0.31, 0.16, 0.40, 0.40, -0.18, 0.46, 0.27, 0.11, 0.34, -0.44, -0.38, -0.64, -0.08, -0.24, -0.81, -0.44, -0.30, -0.75, -0.03, 0.26, 0.33, 0.29, 0.34, 0.10, 0.17, 0.25, 0.34, 0.34, 0.37, 0.43, 0.31, 0.26, 0.29, -0.70, 0.40, 0.22, -0.60, 0.31, 0.29], "smiles": "COCCNCCOC.COCCNCCOC.COCCNCCOC.COCCNCCOC.COCCNCCOC.NC(N)=O.O.O", "total_charge": 0, "homo_lumo_gap_ev": 8.752, "mol_weight_g_mol": 762.04, "total_energy_ha": -2592.093926, "e_above_lowest_kcal_mol": 15.9}